(1)
ORCA calculation (ωB97M-V with the def2-TZVPD basis set) on a structure of composition C3H4HgO3 in a non-equilibrium geometry.

The calculation puts the highest occupied orbital energy (spin up / spin down) at -8.6 / -9.7 eV. The value obtained for the energy is -495.746648 hartree. Its largest force on an atom is 2.31 eV/Å. For the gap between HOMO and LUMO (spin up / spin down), the calculation gives 8.76 / 6.52 eV. As for the expectation value of S²: 2.0084. Its spin multiplicity is 3.

The geometry in XYZ format:
```
11
Properties=species:S:1:pos:R:3:forces:R:3
O -0.534 -2.489 0.467 0.2 -0.9 0.2
C -0.430 -1.250 0.648 -1.1 0.4 0.3
O -0.989 -0.648 1.597 0.2 0.1 0.3
O 0.236 -0.568 -0.298 0.1 -0.5 -0.2
C 0.198 0.853 -0.244 1.5 1.4 1.1
C 0.861 1.433 -1.429 0.0 -0.4 -1.1
H 0.916 1.246 0.546 -1.5 -0.8 0.0
H -0.841 1.197 -0.095 0.5 -0.1 0.1
H 1.710 2.107 -1.304 -0.4 -0.2 -0.1
H 0.669 1.007 -2.415 0.1 0.2 0.2
Hg -1.797 -2.887 2.525 0.6 0.7 -0.9
```
Forces are in eV/Å.

---

(2)
ORCA calculation (ωB97M-V with the def2-TZVPD basis set) on a cluster of 10 separate species, C18H58N2O10 in total in a non-equilibrium geometry.

Its SMILES is COC[C@H](C)N.COC[C@H](C)N.CC(C)O.CO.CO.CO.CO.CO.CO.CO. The calculation puts the highest occupied orbital energy at -9.0 eV. The value obtained for the energy is -1582.302894 hartree. Its largest force on an atom is 2.05 eV/Å. For the gap between HOMO and LUMO, the calculation gives 9.36 eV.

The geometry in XYZ format:
```
88
Properties=species:S:1:pos:R:3:forces:R:3
C -0.868 3.108 -1.852 -0.3 0.6 -1.0
O -0.857 1.742 -2.196 0.5 0.0 0.8
C -1.121 0.970 -1.020 -0.3 0.3 -0.8
C -1.025 -0.497 -1.368 1.1 -1.4 1.0
C -1.801 -1.371 -0.337 0.3 1.3 -1.1
N 0.371 -1.000 -1.296 0.0 0.1 0.1
H -0.701 3.719 -2.741 0.1 -0.3 -0.2
H -0.092 3.427 -1.148 -0.1 -0.4 0.4
H -1.874 3.387 -1.526 0.1 0.0 0.6
H -0.388 1.228 -0.247 0.1 -0.1 0.1
H -2.110 1.253 -0.642 -0.1 -0.1 0.0
H -1.353 -0.715 -2.385 -0.3 0.4 0.0
H -1.616 -2.429 -0.498 -0.2 -0.1 -0.2
H -2.841 -1.086 -0.498 -0.2 -0.5 0.6
H -1.410 -1.111 0.648 -0.4 0.0 0.2
H 1.056 -0.355 -1.678 -0.2 0.0 -0.2
H 0.636 -1.134 -0.323 0.0 0.1 0.1
C -0.306 -4.856 1.903 -0.4 0.4 1.0
O 0.361 -6.004 1.490 0.4 -0.1 -0.9
C 0.565 -6.957 2.530 0.1 0.3 -1.2
C 1.515 -8.015 1.961 0.8 0.8 -0.4
C 0.954 -8.597 0.667 -0.2 -0.3 0.6
N 1.806 -9.035 2.947 -0.5 -0.6 0.6
H -1.322 -5.100 2.246 0.1 0.0 0.3
H -0.438 -4.071 1.158 0.4 -0.5 -0.6
H 0.269 -4.380 2.710 -0.3 0.0 0.2
H 1.050 -6.429 3.355 -0.4 -0.3 0.5
H -0.414 -7.402 2.727 0.1 -0.1 0.7
H 2.454 -7.482 1.753 -0.1 0.1 -0.4
H 1.392 -9.583 0.500 -0.1 0.0 -0.1
H 1.117 -7.988 -0.216 0.1 0.2 0.2
H -0.124 -8.702 0.815 0.0 -0.2 -0.3
H 2.507 -8.758 3.618 0.0 0.2 0.0
H 2.107 -9.913 2.550 0.0 0.1 -0.2
C -0.393 4.307 2.467 -0.2 -0.8 -0.6
C 0.816 3.699 3.160 0.5 1.1 0.2
C 2.127 3.812 2.402 0.5 -0.2 -0.9
O 0.963 4.413 4.389 -0.2 -0.2 0.4
H -0.697 3.588 1.696 -0.1 0.2 -0.2
H -0.196 5.268 1.994 0.3 0.0 0.1
H -1.267 4.435 3.103 0.2 -0.1 0.3
H 0.716 2.618 3.331 -0.6 0.2 0.2
H 2.643 4.776 2.419 -0.5 0.2 0.4
H 2.029 3.621 1.327 -0.2 -0.4 0.1
H 2.823 3.078 2.817 0.1 0.0 -0.2
H 1.890 4.409 4.642 0.0 -0.1 0.1
C -0.262 6.595 -1.847 -0.2 -0.2 0.2
O -1.181 6.073 -2.814 0.3 0.5 -0.1
H 0.618 7.096 -2.253 -0.1 -0.1 -0.4
H -0.755 7.304 -1.179 -0.1 -0.1 0.1
H 0.077 5.728 -1.287 0.1 0.1 0.2
H -1.365 6.771 -3.452 -0.1 -0.1 0.0
C 0.361 -1.463 3.475 0.0 0.7 0.8
O 1.267 -1.759 2.444 -0.2 -0.1 -0.8
H 0.207 -2.297 4.165 0.0 -0.1 -0.1
H 0.687 -0.599 4.067 0.1 -0.1 0.0
H -0.601 -1.149 3.070 0.1 -0.3 -0.3
H 2.179 -1.693 2.731 0.0 0.0 0.3
C -4.233 5.482 -3.560 0.6 -0.4 -0.5
O -3.658 4.231 -3.198 -0.1 0.1 0.1
H -3.607 5.965 -4.320 0.0 0.2 0.1
H -5.169 5.278 -4.075 -0.2 0.1 0.5
H -4.315 6.119 -2.680 -0.4 0.2 -0.2
H -2.798 4.439 -2.816 0.0 0.0 -0.1
C -4.067 3.416 0.375 -1.0 1.2 -0.3
O -4.679 4.480 1.145 0.4 -0.6 0.5
H -4.633 2.493 0.498 0.2 -0.1 -0.1
H -4.169 3.817 -0.636 0.4 -0.8 -0.4
H -3.022 3.264 0.636 0.0 0.1 0.2
H -5.535 4.150 1.426 0.0 0.2 0.1
C -0.360 -4.067 -2.939 -1.2 -0.8 -0.3
O 0.528 -3.833 -1.883 0.0 0.3 -0.1
H -0.353 -3.397 -3.807 0.5 0.4 0.3
H -0.220 -5.067 -3.355 0.4 0.0 0.2
H -1.403 -4.095 -2.589 0.0 0.2 0.1
H 0.311 -2.952 -1.514 0.4 -0.1 -0.4
C 3.381 2.520 -1.491 0.6 -0.4 0.0
O 2.711 3.523 -2.230 0.0 0.1 0.1
H 3.336 2.678 -0.410 -0.4 -0.1 0.0
H 3.052 1.515 -1.763 -0.2 0.0 0.2
H 4.449 2.532 -1.721 -0.1 0.3 -0.3
H 1.796 3.252 -2.325 -0.1 0.0 -0.1
C 3.536 -1.723 -2.156 -0.3 -0.1 -0.6
O 4.229 -1.148 -1.070 0.2 0.7 0.1
H 4.133 -2.486 -2.662 -0.2 -0.3 0.2
H 2.549 -2.065 -1.845 0.2 -0.5 -0.1
H 3.346 -0.986 -2.944 0.2 0.4 0.3
H 4.673 -1.829 -0.564 -0.1 -0.2 -0.1
```
Forces are in eV/Å.

---

(3)
ORCA calculation (ωB97M-V with the def2-TZVPD basis set) on a structure of composition C30H24BiN3O3S2 in a non-equilibrium geometry.

The calculation puts the highest occupied orbital energy at -7.9 eV. The value obtained for the energy is -2558.607332 hartree. Its largest force on an atom is 1.04 eV/Å. For the gap between HOMO and LUMO, the calculation gives 7.11 eV.

The geometry in XYZ format:
```
63
Properties=species:S:1:pos:R:3:forces:R:3
Bi -0.964 -0.673 0.500 0.1 -0.3 -0.3
O -8.015 0.797 1.470 0.1 0.2 0.5
C -7.300 0.379 2.399 -0.3 -1.0 -0.3
O -7.527 0.069 3.584 0.0 0.5 -0.2
C -5.869 -0.010 1.935 0.0 0.3 0.1
C -5.497 0.128 0.609 0.0 0.1 -0.1
C -4.221 -0.237 0.223 0.1 0.0 0.0
N -3.334 -0.711 1.107 0.0 -0.1 0.1
C -3.684 -0.856 2.393 0.1 0.0 0.0
C -4.952 -0.525 2.833 0.1 0.0 0.2
C -2.645 -1.444 3.286 0.0 0.0 -0.2
C -2.887 -1.775 4.612 -0.1 0.0 0.1
C -1.907 -2.448 5.321 0.0 0.0 0.1
C -0.713 -2.780 4.699 0.0 0.0 0.0
C -0.526 -2.378 3.390 -0.1 0.1 -0.1
N -1.464 -1.710 2.717 0.0 0.0 0.2
C -3.751 -0.185 -1.190 0.1 -0.1 0.1
C -4.549 0.241 -2.240 -0.1 0.0 -0.1
C -4.049 0.164 -3.530 -0.1 0.0 0.0
C -2.784 -0.358 -3.749 0.0 0.0 0.0
C -2.036 -0.742 -2.652 0.0 0.0 0.2
N -2.507 -0.631 -1.409 0.0 0.3 -0.1
H -6.243 0.518 -0.071 0.0 0.0 0.0
H -5.284 -0.650 3.857 0.0 0.0 -0.1
H -3.832 -1.524 5.075 0.1 -0.1 0.0
H -2.082 -2.726 6.353 0.0 0.0 0.0
H 0.056 -3.341 5.213 0.0 0.1 0.0
H 0.383 -2.596 2.837 -0.1 0.0 0.0
H -5.550 0.607 -2.055 0.1 0.0 0.0
H -4.656 0.499 -4.363 0.0 0.0 0.0
H -2.381 -0.461 -4.748 0.0 0.0 0.1
H -1.040 -1.164 -2.736 0.0 0.1 0.0
S -0.002 -2.674 -0.190 -0.1 0.1 0.1
O 0.322 0.763 -1.515 0.2 0.0 0.0
S 1.506 1.688 -1.623 -0.1 0.1 0.0
C 2.638 1.000 -2.877 0.0 0.1 0.1
C 3.213 -0.348 -2.581 0.1 -0.1 -0.1
C 2.407 -1.480 -2.556 -0.1 0.0 0.0
C 2.948 -2.723 -2.262 0.0 0.0 0.0
C 4.307 -2.850 -2.011 0.0 0.0 0.0
C 5.123 -1.726 -2.045 0.0 0.0 0.0
C 4.577 -0.482 -2.323 0.0 0.0 0.0
C 2.511 1.422 -0.133 0.1 0.1 -0.1
C 3.590 2.471 0.000 0.0 0.0 0.0
C 3.277 3.832 -0.001 0.0 -0.1 0.0
C 4.277 4.786 0.121 0.0 0.0 0.0
C 5.604 4.394 0.248 0.0 0.0 0.0
C 5.923 3.043 0.260 0.0 0.0 0.0
C 4.922 2.089 0.134 0.0 0.0 0.0
H 3.412 1.765 -2.985 0.0 -0.1 0.0
H 2.016 1.003 -3.772 0.0 0.0 -0.1
H 1.342 -1.389 -2.734 0.1 0.0 0.0
H 2.298 -3.588 -2.214 0.0 0.0 0.0
H 4.730 -3.822 -1.791 0.0 0.0 0.0
H 6.185 -1.818 -1.856 0.0 0.0 0.0
H 5.215 0.394 -2.357 0.0 0.0 0.0
H 2.916 0.410 -0.175 0.0 0.0 0.1
H 1.779 1.478 0.676 0.0 0.1 0.0
H 2.243 4.146 -0.092 0.0 0.0 0.0
H 4.020 5.839 0.117 0.0 -0.1 0.0
H 6.384 5.138 0.346 0.0 0.0 0.0
H 6.955 2.730 0.369 -0.1 0.0 0.0
H 5.174 1.034 0.153 0.0 0.0 0.0
```
Forces are in eV/Å.

---

(4)
ORCA calculation (ωB97M-V with the def2-TZVPD basis set) on a cluster of 4 separate species, C3H14N2O3 in total in a non-equilibrium geometry.

Its SMILES is C/C(N)=C/N.O.O.O. The calculation puts the highest occupied orbital energy at -7.7 eV. The value obtained for the energy is -457.939111 hartree. Its largest force on an atom is 1.64 eV/Å. For the gap between HOMO and LUMO, the calculation gives 8.55 eV.

The geometry in XYZ format:
```
22
Properties=species:S:1:pos:R:3:forces:R:3
C -2.173 1.960 -0.109 0.0 -0.7 0.3
C -0.930 1.117 -0.061 0.1 -0.1 -0.3
N -0.812 0.227 1.043 -0.3 -0.1 0.1
C 0.027 1.202 -1.003 0.0 0.3 0.3
N 1.268 0.466 -0.952 0.3 0.6 0.0
H -2.238 2.554 0.823 -0.2 -0.2 -0.5
H -2.108 2.611 -0.971 -0.2 0.3 -0.1
H -3.065 1.294 -0.202 0.5 0.6 0.1
H -1.670 0.106 1.606 0.6 0.3 -0.7
H -0.532 -0.704 0.724 0.0 0.0 0.4
H -0.140 1.826 -1.896 0.2 -0.3 0.6
H 1.633 0.375 0.010 -0.3 0.1 -0.5
H 2.005 0.934 -1.501 -0.7 -0.3 0.4
O 0.507 -1.959 -1.935 -0.8 -0.6 0.0
H 1.234 -2.296 -2.442 0.5 -0.3 -0.4
H 0.778 -1.071 -1.650 0.4 0.6 0.2
O 1.776 0.570 2.106 1.0 -0.9 -1.0
H 1.986 1.110 2.839 0.4 0.9 1.1
H 0.831 0.593 1.995 -1.3 0.0 -0.1
O -0.275 -2.650 0.620 -0.7 0.3 -0.6
H -0.009 -2.597 -0.319 -0.1 0.0 -0.1
H 0.505 -2.949 1.057 0.8 -0.3 0.6
```
Forces are in eV/Å.

---

(5)
ORCA calculation (ωB97M-V with the def2-TZVPD basis set) on a structure of composition C35H25CoN4O2PS2 in a non-equilibrium geometry.

The calculation puts the highest occupied orbital energy (spin up / spin down) at -1.1 / -1.2 eV. The value obtained for the energy is -4238.893674 hartree. Its largest force on an atom is 1.40 eV/Å. For the gap between HOMO and LUMO (spin up / spin down), the calculation gives 5.24 / 5.37 eV. The charge is -2. As for the expectation value of S²: 0.7586. Its spin multiplicity is 2.

The geometry in XYZ format:
```
70
Properties=species:S:1:pos:R:3:forces:R:3
Co 0.143 -0.867 -0.286 0.2 0.3 -0.4
O -0.057 -1.651 1.389 -0.4 -0.8 0.9
C 0.870 -2.244 2.066 0.1 0.5 -0.3
C 0.519 -3.240 3.000 0.1 -0.2 0.3
C 1.473 -3.883 3.761 -0.1 0.2 -0.2
C 2.826 -3.560 3.625 0.2 -0.1 0.1
C 3.195 -2.581 2.727 -0.1 0.2 -0.1
C 2.254 -1.898 1.947 -0.3 -0.5 0.3
C 2.688 -0.888 1.029 0.0 0.5 -0.3
N 1.905 -0.266 0.222 -0.2 -0.6 0.2
N 2.461 0.669 -0.606 0.6 0.6 -0.6
C 1.649 0.928 -1.606 -0.6 -0.8 1.0
O 0.489 0.394 -1.741 0.2 0.4 -0.7
C 2.103 1.906 -2.611 0.3 0.4 -0.6
C 3.400 2.426 -2.590 -0.2 -0.1 0.1
C 3.826 3.296 -3.578 0.0 0.1 -0.1
C 2.968 3.672 -4.606 0.0 -0.1 0.1
C 1.672 3.174 -4.622 0.1 0.2 -0.1
C 1.244 2.299 -3.638 -0.1 -0.2 0.2
H -0.528 -3.505 3.080 0.0 0.0 0.0
H 1.171 -4.654 4.461 0.0 0.0 0.0
H 3.576 -4.087 4.202 0.0 0.0 0.0
H 4.245 -2.331 2.599 0.0 0.0 0.0
H 3.749 -0.645 0.972 0.0 0.1 0.1
H 4.055 2.121 -1.787 0.0 0.0 0.0
H 4.838 3.684 -3.553 0.0 0.0 0.0
H 3.315 4.332 -5.392 0.0 0.0 0.0
H 0.992 3.472 -5.412 0.0 0.0 0.0
H 0.240 1.892 -3.649 0.0 0.0 0.0
S -1.826 -1.928 -1.045 0.0 0.2 0.0
C -1.384 -3.571 -0.687 -0.1 -0.1 0.0
C -2.371 -4.480 -0.315 0.1 -0.1 0.0
C -2.087 -5.817 -0.032 0.4 0.2 -0.1
C -3.131 -6.709 0.328 -0.4 -0.2 0.1
N -3.992 -7.421 0.616 0.0 0.0 0.0
C -0.748 -6.260 -0.113 -0.2 0.5 -0.1
C 0.246 -5.359 -0.482 -0.2 -0.2 0.1
C -0.033 -4.023 -0.794 0.2 0.2 -0.1
S 1.234 -2.972 -1.309 0.0 0.0 0.0
C -0.410 -7.613 0.162 0.1 -0.4 0.1
N -0.120 -8.709 0.373 0.0 0.1 0.0
H -3.394 -4.132 -0.244 0.0 0.0 0.0
H 1.271 -5.697 -0.538 0.0 0.0 0.0
C -1.806 0.930 2.358 0.1 0.0 -0.2
P -1.161 1.225 0.656 -0.2 -0.1 0.4
C -0.158 2.730 0.903 0.1 0.1 -0.1
C 0.378 3.110 2.131 0.0 -0.1 0.0
C 1.209 4.218 2.229 0.1 0.1 0.0
C 1.531 4.955 1.100 0.0 0.0 0.1
C 1.016 4.577 -0.134 0.0 0.0 -0.1
C 0.179 3.480 -0.228 0.0 0.0 0.1
C -2.682 1.968 -0.071 -0.1 0.1 0.0
C -3.542 1.121 -0.772 0.2 0.0 0.0
C -4.738 1.596 -1.289 -0.1 0.1 0.0
C -5.093 2.928 -1.125 0.0 -0.1 0.0
C -4.240 3.781 -0.437 -0.1 0.1 0.0
C -3.048 3.306 0.087 0.0 -0.1 0.0
H -2.195 1.842 2.817 0.0 0.0 0.0
H -1.010 0.492 2.962 0.0 0.0 0.0
H -2.601 0.189 2.272 0.0 0.0 0.0
H 0.155 2.533 3.020 0.0 0.0 0.0
H 1.611 4.503 3.195 0.0 0.0 0.0
H 2.190 5.812 1.181 0.0 0.0 0.0
H 1.282 5.127 -1.029 0.0 0.0 0.0
H -0.224 3.186 -1.189 0.0 0.0 -0.1
H -3.263 0.083 -0.911 -0.1 0.0 0.0
H -5.394 0.924 -1.830 0.0 0.0 0.0
H -6.027 3.300 -1.530 0.0 0.0 0.0
H -4.510 4.823 -0.307 0.0 0.0 0.0
H -2.392 3.984 0.620 0.0 0.0 0.0
```
Forces are in eV/Å.

---

Which formula does entry 2 have?
C18H58N2O10